--- a ---
One molecule with the formula C5H13N, computed with ωB97M-V with the def2-TZVPD basis set.

CARTESIAN COORDINATES (ANGSTROEM)
C: 0.5846 2.1425 -0.2807
C: -0.9409 1.7779 -0.4022
C: -1.3214 0.3306 -0.0213
C: -0.2678 -0.7447 -0.3636
N: 0.0034 -1.5863 0.7898
C: 1.1082 -2.5000 0.5448
H: 0.6593 2.9680 0.4063
H: 1.1804 1.3488 0.1406
H: 0.9264 2.4719 -1.2550
H: -1.2275 1.9370 -1.4497
H: -1.5011 2.4394 0.2523
H: -2.2682 0.0425 -0.4271
H: -1.3110 0.3763 1.0613
H: 0.6523 -0.3079 -0.7870
H: -0.7149 -1.3857 -1.1317
H: 0.2858 -0.9876 1.5658
H: 0.9357 -3.0544 -0.3638
H: 1.1472 -3.2723 1.3162
H: 2.0696 -1.9958 0.4048

Computed properties:
SMILES	CCCCNC
LUMO level	1.15	eV
HOMO level	-0.3262	Ha
frontier orbital gap	10.03	eV
total charge	0

=====

--- b ---
One molecule with the formula C5H13N, computed with ωB97M-V with the def2-TZVPD basis set.

CARTESIAN COORDINATES (ANGSTROEM)
C: 0.3900 1.9387 -1.0425
C: -0.5777 0.8147 -0.6580
C: 0.1903 -0.1010 0.4242
C: 0.1269 0.4981 1.8649
N: -0.5159 -1.3728 0.4251
C: -0.1181 -2.3464 -0.7419
H: 0.5306 2.6342 -0.1014
H: -0.0702 2.6464 -1.7414
H: 1.3930 1.4870 -1.2358
H: -1.5351 1.0609 -0.2974
H: -0.7681 0.3516 -1.6859
H: 1.3594 -0.4036 0.1949
H: -0.9447 0.5667 2.0113
H: 0.7507 -0.0182 2.5738
H: 0.5289 1.5774 1.8263
H: -0.6481 -1.8674 1.2890
H: 0.9201 -2.0284 -1.0553
H: -0.7786 -1.9916 -1.6211
H: -0.2333 -3.4463 -0.4288

Computed properties:
SMILES	CC[C@@H](C)NC
LUMO level	1.21	eV
HOMO level	-0.3056	Ha
frontier orbital gap	9.52	eV
total charge	0

=====

--- c ---
C5H13N as an isolated structure, computed with ωB97M-V with the def2-TZVPD basis set.

CARTESIAN COORDINATES (ANGSTROEM)
C: -0.8107 -0.8594 0.3561
C: 0.0936 -0.4106 1.4279
C: 1.4140 -0.7626 1.5339
C: -1.0927 0.4452 -0.4299
C: -1.5315 0.2336 -1.8596
N: 1.6270 1.0660 -0.6092
H: -0.3035 -1.6167 -0.2131
H: -1.7375 -1.2866 0.7493
H: -0.3763 0.1382 2.2401
H: 1.8890 -0.8807 2.5141
H: 1.1204 0.3893 1.0235
H: 2.2359 1.6785 -0.0758
H: -1.6581 1.1626 0.1578
H: 0.0358 0.8302 -0.4556
H: -1.6647 1.1761 -2.3898
H: -2.5594 -0.1661 -1.9435
H: -0.8328 -0.4086 -2.3991
H: 1.9572 -1.2312 0.7266
H: 2.0276 0.9936 -1.5490

Computed properties:
LUMO level	-0.16	eV
HOMO level	-0.2438	Ha
frontier orbital gap	6.47	eV
total charge	0

=====

--- d ---
C5H13N as an isolated structure, computed with ωB97M-V with the def2-TZVPD basis set.

CARTESIAN COORDINATES (ANGSTROEM)
C: -1.1395 -0.6437 -0.9982
C: 0.3213 -0.6511 -1.3003
C: 1.2777 -0.9130 -0.3043
C: -0.9698 0.8502 -1.2091
C: -0.4155 1.4921 0.1317
N: 0.5512 -0.4923 2.6152
H: -1.3510 -0.9256 0.0331
H: -1.7495 -1.2094 -1.6931
H: 0.5845 -0.3958 -2.3223
H: 1.2687 -1.9311 0.0848
H: 2.2219 -0.3717 -0.3155
H: 1.3446 -0.4218 3.2359
H: -2.0245 1.2877 -1.4040
H: -0.4588 1.3055 -2.0572
H: -0.7544 2.5205 0.3025
H: -0.6233 0.8529 0.9570
H: 0.6525 1.5196 -0.0532
H: 0.3234 -1.4757 2.6522
H: 0.9404 -0.3974 1.6447

Computed properties:
LUMO level	0.93	eV
HOMO level	-0.2928	Ha
frontier orbital gap	8.90	eV
total charge	0

=====

Q: What are the energies relative to the best structure? A: a 0.000; b 1.034; c 5.080; d 2.903, in eV.

=====

--- a ---
A 3-piece molecular cluster, C5H13N overall, computed with ωB97M-V with the def2-TZVPD basis set.

CARTESIAN COORDINATES (ANGSTROEM)
C: -3.0511 2.2133 0.3773
N: -0.5766 -0.1723 0.5454
C: 2.2540 -0.4540 1.1536
C: 1.7031 -0.2277 -0.2204
C: 0.2468 -0.5772 -0.3906
C: 0.0370 -1.4499 -1.4527
H: -3.5748 1.7096 -0.4537
H: -2.5921 3.2476 0.0377
H: -3.7691 2.3214 1.2235
H: -2.1475 1.7388 0.7309
H: 3.2901 -0.1300 1.2641
H: 2.1928 -1.5100 1.3667
H: 1.7179 0.2126 1.8934
H: 1.7751 0.8161 -0.5343
H: 2.1574 -0.8400 -1.0502
H: -1.4778 -0.1630 0.0779
H: -0.9970 -1.6866 -1.5957
H: -0.5901 0.6113 -1.8557
H: 0.9128 -2.1484 -1.7248

Computed properties:
LUMO level	-2.03	eV
HOMO level	-0.3092	Ha
frontier orbital gap	6.38	eV
total charge	0

=====

--- b ---
One molecule with the formula C5H13N, computed with ωB97M-V with the def2-TZVPD basis set.

CARTESIAN COORDINATES (ANGSTROEM)
C: -1.4770 -0.2171 -2.1654
C: -1.4065 -0.1989 -0.5944
N: -0.0470 -0.6214 -0.2337
C: 0.9874 0.1276 0.5299
C: 0.5064 1.5519 0.8900
C: 1.4888 -0.7593 1.6550
H: -2.3271 0.2654 -2.6475
H: -0.5378 0.3334 -2.3711
H: -1.4254 -1.2798 -2.3960
H: -2.0885 -0.9864 -0.2365
H: -1.8099 0.7232 -0.1702
H: 0.3874 -0.9595 -1.0759
H: 1.7806 0.2688 -0.2239
H: 1.3501 2.1930 1.1540
H: 0.0064 1.4290 1.8771
H: -0.2268 1.9419 0.1979
H: 2.4987 -0.4128 1.9528
H: 1.7247 -1.7676 1.2992
H: 0.9215 -0.7649 2.5897

Computed properties:
SMILES	CCNC(C)C
LUMO level	1.13	eV
HOMO level	-0.3029	Ha
frontier orbital gap	9.38	eV
total charge	0

=====

Q: What are the energies relative to the best structure? A: a 5.293; b 0.000, in eV.

=====

--- a ---
A 3-piece molecular cluster, C5H13N overall, computed with ωB97M-V with the def2-TZVPD basis set.

CARTESIAN COORDINATES (ANGSTROEM)
C: -0.1904 -0.3182 0.0757
C: -1.1557 1.5368 0.2821
C: 0.9885 0.3602 -0.2552
C: -0.9276 -1.1488 -0.9337
C: 2.1893 -1.3385 -0.3151
N: -1.5480 1.8535 1.6082
H: -0.2261 -0.7200 1.0870
H: -0.7751 2.1267 2.2018
H: -2.0797 1.1175 2.0545
H: -0.6431 2.3800 -0.1764
H: -2.0239 1.2939 -0.3264
H: 1.4675 0.9332 0.5304
H: 1.0805 0.7376 -1.2678
H: -1.9942 -1.1718 -0.6996
H: -0.5613 -2.1756 -0.9233
H: -0.8039 -0.7475 -1.9393
H: 3.1740 -0.8953 -0.1927
H: 1.9790 -2.0420 0.4868
H: 2.0502 -1.7818 -1.2970

Computed properties:
LUMO level	1.13	eV
HOMO level	-0.2510	Ha
frontier orbital gap	7.96	eV
total charge	0

=====

--- b ---
A 2-piece molecular cluster, C5H13N overall, computed with ωB97M-V with the def2-TZVPD basis set.

CARTESIAN COORDINATES (ANGSTROEM)
C: 0.5206 0.8302 -1.4511
C: -0.6126 0.0891 -1.2694
C: -0.7707 -1.1382 -0.4903
C: -1.6915 -0.2033 0.4771
C: -0.8193 0.5068 1.5272
H: 1.4148 0.3768 -1.8621
H: 0.3960 1.9042 -1.6012
H: -1.2449 0.0111 -2.1655
H: 0.1399 -1.2995 0.0970
H: -1.2960 -2.0437 -0.7631
H: -2.0635 -0.9977 1.1358
H: -2.5704 0.3483 0.1740
H: -1.3497 0.9102 2.3830
H: -0.0952 -0.2199 1.8918
H: -0.2393 1.2684 1.0119
N: 2.8273 -0.1690 0.6436
H: 2.4399 -0.3623 1.5520
H: 2.1529 -0.0958 -0.1114
H: 3.2889 0.7294 0.7292

Computed properties:
SMILES	C=CCCC.N
LUMO level	0.72	eV
HOMO level	-0.2820	Ha
frontier orbital gap	8.39	eV
total charge	0

=====

--- c ---
One molecule with the formula C5H13N, computed with ωB97M-V with the def2-TZVPD basis set.

CARTESIAN COORDINATES (ANGSTROEM)
C: 2.4637 0.2004 0.1833
C: 1.6705 0.9597 -0.9562
C: 0.1656 1.2215 -0.4327
N: -0.5763 0.0266 -0.5196
C: -1.2948 -0.3877 0.7203
C: -2.2472 -1.5602 0.4054
H: 1.8887 -0.6145 0.5415
H: 2.6493 0.8384 0.9997
H: 3.3697 -0.3817 -0.2130
H: 2.1069 1.9704 -1.2030
H: 1.3428 0.2188 -1.6713
H: -0.3085 1.8931 -1.1573
H: 0.0486 1.5752 0.6562
H: -1.2653 0.0661 -1.1956
H: -0.5859 -0.7875 1.4921
H: -1.7937 0.3384 1.3264
H: -1.8875 -2.2529 -0.3048
H: -2.4792 -2.1353 1.3036
H: -3.2674 -1.1891 0.0252

Computed properties:
SMILES	CCCNCC
LUMO level	1.20	eV
HOMO level	-0.3193	Ha
frontier orbital gap	9.89	eV
total charge	0

=====

Q: What are the energies relative to the best structure? A: a 2.459; b 2.880; c 0.000, in eV.